--- a ---
The following is a quantum chemistry calculation of 4 unconnected molecules or ions with the total composition C3H12NO3, from the OMol25 dataset.

```
19
C3H12NO3, DFT wB97M-V/def2-TZVPD
C 1.624 0.551 0.887
C 1.389 0.716 2.180
C 0.788 -0.384 -1.139
N 0.624 -0.071 0.084
H 2.552 0.823 0.402
H 0.445 0.494 2.658
H 2.187 1.146 2.764
H -0.017 -0.844 -1.706
H 1.709 -0.128 -1.633
H -0.223 -0.411 0.606
H -3.804 -1.100 -1.265
H -3.640 -2.567 -0.855
O -3.189 -1.715 -0.849
H 0.744 2.544 -2.319
H 2.017 3.264 -1.833
O 1.590 2.403 -1.864
H -2.159 -1.404 0.544
H -1.616 -1.938 1.932
O -1.512 -1.252 1.269
```

Results
**Frontier orbital gap**: 9.94 eV
**Molecular weight**: 110.133 g mol⁻¹
**Charge**: +1
**LUMO**: -4.3 eV

***

--- b ---
The following is a quantum chemistry calculation of 3 unconnected molecules or ions with the total composition C3H12NO3, from the OMol25 dataset.

```
19
C3H12NO3, DFT wB97M-V/def2-TZVPD
O -0.071 2.455 -0.077
C -0.347 1.978 0.940
C -0.512 0.459 1.115
C -1.938 0.100 1.392
N -0.244 -0.196 -0.262
H -0.667 2.695 1.777
H 0.184 0.087 1.934
H -2.721 0.064 0.612
H -2.407 0.855 2.034
H -1.797 -0.846 2.016
H 0.645 0.054 -0.724
H -0.889 0.170 -0.906
H -0.446 -1.194 -0.275
H 2.439 -2.674 -0.367
H 1.344 -3.328 -0.950
O 1.490 -2.512 -0.464
H 2.802 0.507 -2.510
H 1.300 0.564 -3.067
O 1.835 0.763 -2.217
```

Results
**Frontier orbital gap**: 11.08 eV
**Molecular weight**: 110.133 g mol⁻¹
**Charge**: +1
**LUMO**: -3.1 eV

***

Most stable: a. Least stable: b.

***

--- a ---
The following is a quantum chemistry calculation of 2 unconnected molecules or ions with the total composition C4H6Cl2Si, from the OMol25 dataset.

```
13
C4H6Cl2Si, DFT wB97M-V/def2-TZVPD
C 0.750 0.465 2.063
C -0.299 1.148 -2.283
C 1.075 -0.541 1.298
C -1.132 0.939 -1.264
Si -0.371 -1.345 0.250
Cl 0.195 -2.875 -0.883
Cl -1.680 -2.052 1.692
H 1.506 0.872 2.628
H -0.062 1.050 1.795
H -0.347 1.858 -3.004
H 0.496 0.318 -2.442
H 2.076 -1.020 1.373
H -2.208 1.182 -1.224
```

Results
**Frontier orbital gap**: 8.08 eV
**Molecular weight**: 153.084 g mol⁻¹
**Charge**: 0
**LUMO**: -0.4 eV

***

--- b ---
The following is a quantum chemistry calculation of 2 unconnected molecules or ions with the total composition C4H6Cl2Si, from the OMol25 dataset.

```
13
C4H6Cl2Si, DFT wB97M-V/def2-TZVPD
C 1.565 0.206 -0.004
C 2.944 -1.465 -0.155
C -1.398 1.607 -0.055
C -1.088 -1.526 0.089
Si -0.198 0.133 0.004
Cl 4.387 -0.747 -0.043
Cl 2.485 1.653 0.050
H -2.193 1.526 0.687
H -0.867 2.540 0.132
H -1.862 1.690 -1.036
H -0.755 -2.077 0.964
H -2.167 -1.411 0.146
H -0.854 -2.130 -0.780
```

Results
**Frontier orbital gap (spin up / spin down)**: 7.05 / 7.04 eV
**Molecular weight**: 153.084 g mol⁻¹
**Charge**: 0
**LUMO (spin up / spin down)**: -0.7 / -0.7 eV

***

Most stable: a. Least stable: b.

***

--- a ---
The following is a quantum chemistry calculation of C4H6N2OS in the gas phase, from the OMol25 dataset.

```
14
C4H6N2OS, DFT wB97M-V/def2-TZVPD
N -0.574 2.434 -1.530
C -0.795 2.014 -0.196
O -0.838 2.809 0.766
C -0.434 0.560 -0.014
C -0.101 -0.068 1.159
C 0.586 -1.433 1.073
N 0.644 -2.140 0.027
S 1.609 -3.548 0.302
H -0.958 1.665 -2.376
H -1.201 3.199 -1.659
H -0.562 -0.176 -0.858
H -0.180 0.313 2.170
H 1.162 -1.825 2.129
H 1.640 -3.804 -0.994
```

Results
**SMILES**: NC(=O)/C=C/C=N/S
**Frontier orbital gap**: 8.39 eV
**Molecular weight**: 130.172 g mol⁻¹
**Charge**: 0
**LUMO**: -0.6 eV

***

--- b ---
The following is a quantum chemistry calculation of a molecular structure, C4H6N2OS, from the OMol25 dataset.

```
14
C4H6N2OS, DFT wB97M-V/def2-TZVPD
C -0.294 -0.143 0.976
C -0.057 0.737 -0.236
C 0.475 -1.480 1.053
C 0.461 0.208 -1.618
N -1.214 0.248 1.771
N -1.288 1.692 -0.272
O 0.146 2.068 -0.012
S -2.102 1.479 1.160
H 1.354 -1.406 0.412
H -0.137 -2.344 0.564
H 0.811 -1.489 2.099
H 0.149 -0.742 -1.910
H 1.567 0.252 -1.657
H 0.129 0.921 -2.332
```

Results
**Frontier orbital gap**: 9.37 eV
**Molecular weight**: 130.172 g mol⁻¹
**Charge**: 0
**LUMO**: 0.5 eV

***

--- c ---
The following is a quantum chemistry calculation of C4H6N2OS in the gas phase, from the OMol25 dataset.

```
14
C4H6N2OS, DFT wB97M-V/def2-TZVPD
C -1.227 -0.912 -1.094
O -0.221 -1.570 -0.343
C 0.649 -0.657 0.214
C 1.267 0.141 -0.857
N 1.793 0.643 -1.739
C -0.033 0.282 1.247
N 0.527 1.496 1.194
S -1.184 -0.144 2.390
H -0.734 -0.145 -1.792
H -1.908 -0.278 -0.397
H -1.788 -1.634 -1.793
H 1.542 -1.181 0.666
H 1.016 1.716 0.359
H 0.301 2.244 1.947
```

Results
**SMILES**: CO[C@@H](C#N)C(N)=S
**Frontier orbital gap**: 8.96 eV
**Molecular weight**: 130.172 g mol⁻¹
**Charge**: 0
**LUMO**: 0.1 eV

***

--- d ---
The following is a quantum chemistry calculation of C4H6N2OS in the gas phase, from the OMol25 dataset.

```
14
C4H6N2OS, DFT wB97M-V/def2-TZVPD
O -2.413 1.466 0.049
C -1.230 1.362 0.115
C -0.563 -0.014 0.058
S -1.962 -1.214 0.151
C 0.440 -0.149 1.286
N 1.674 -0.016 0.918
N 1.709 0.194 -0.382
C 0.484 -0.302 -1.025
H -0.547 2.297 0.203
H -1.137 -2.242 0.165
H 0.114 -0.087 2.328
H 2.599 -0.100 -0.851
H 0.478 -1.424 -1.070
H 0.354 0.229 -1.945
```

Results
**SMILES**: O=C[C@]1(S)C=NNC1
**Frontier orbital gap**: 9.51 eV
**Molecular weight**: 130.172 g mol⁻¹
**Charge**: 0
**LUMO**: 0.6 eV

***

Most stable: c. Least stable: b.